C25H43As3OPd as an isolated structure. Source: the Open Molecules 2025 dataset; level of theory: the ωB97M-V functional and the def2-TZVPD basis.

E_LUMO (alpha / beta) (eV): -4.7 / -8.4
<S²>: 6.02
Kohn-Sham gap (alpha / beta) (hartree): 0.31981 / 0.18636
Multiplicity: 5
Net charge: +2

Each line ends with the Mulliken charge.
Geometry (Å):
Pd  0.92058  -0.70964  -0.08655  0.43
C  -0.62360  0.99109  -4.79862  -1.26
As  0.09264  0.50457  -3.04884  0.38
C  -0.45008  -1.37724  -3.11735  -0.95
C  -1.42931  1.11191  -1.90549  -0.44
C  -1.35009  2.54580  -1.35116  1.81
C  -0.96044  3.52741  -2.46788  -2.08
C  -0.38631  2.74333  -0.16222  -1.33
As  1.29900  1.75601  -0.03687  0.38
C  1.87095  2.37634  1.70508  -1.29
C  2.54663  2.66595  -1.19853  -1.15
C  -2.76886  3.00196  -0.91060  -1.65
As  -3.77646  1.84658  0.28691  0.66
C  -4.61262  0.41265  -0.67290  -0.91
C  -2.87713  1.08954  1.79964  -0.58
H  -1.67650  0.72053  -4.87885  0.36
H  -0.05787  0.44326  -5.55125  0.48
H  -0.49813  2.05416  -4.98774  0.38
H  -1.52506  -1.47226  -3.27719  0.37
H  -0.17128  -1.91798  -2.21090  -0.04
H  0.07039  -1.84769  -3.95098  0.49
H  -1.51540  0.38286  -1.08884  -0.80
H  -2.32887  1.01192  -2.52180  0.98
H  0.06632  3.34331  -2.79340  0.39
H  -1.01551  4.56026  -2.12160  0.51
H  -1.61412  3.42090  -3.33395  0.45
H  -0.87394  2.50347  0.78411  0.21
H  -0.10859  3.79907  -0.09902  0.62
H  1.88131  3.46578  1.72562  0.48
H  2.87855  2.00726  1.89154  0.44
H  1.20587  1.99551  2.47871  0.35
H  2.37447  3.73885  -1.11649  0.44
H  2.42534  2.33406  -2.22534  0.26
H  3.55516  2.43590  -0.85894  0.47
H  -3.43003  3.07053  -1.77795  0.62
H  -2.74049  3.98916  -0.44519  0.50
H  -4.97414  0.77016  -1.63355  0.39
H  -5.43777  0.00862  -0.08999  0.43
H  -3.84303  -0.35176  -0.80333  0.17
H  -2.53157  1.86123  2.48279  0.49
H  -2.04107  0.49771  1.41528  -0.28
H  -3.58238  0.43272  2.30684  0.46
C  4.50537  -2.63760  -1.58864  -1.67
C  3.60815  -2.26270  -0.41457  1.69
C  2.71888  -3.40522  0.05531  -1.65
C  4.46890  -1.72479  0.76974  -1.36
O  2.86001  -1.13548  -0.76074  -0.46
H  5.14334  -3.47439  -1.30652  0.42
H  5.13386  -1.79764  -1.87941  0.41
H  3.90109  -2.93938  -2.44388  0.39
H  3.33616  -4.25373  0.34872  0.50
H  2.05930  -3.73064  -0.75121  0.35
H  2.11625  -3.10993  0.91751  0.28
H  5.10841  -2.55201  1.07776  0.45
H  3.83439  -1.43000  1.60463  0.19
H  5.08749  -0.88796  0.45354  0.41
C  -0.25205  -1.28562  5.35274  -0.68
C  0.81145  -0.77651  4.57418  -1.09
C  0.77819  -0.86836  3.21159  -0.47
C  -0.31547  -1.48229  2.55383  1.65
C  -0.41792  -1.60963  1.13995  -0.82
C  -1.48010  -2.23729  0.53804  0.04
C  -2.53978  -2.73763  1.33308  -0.97
C  -2.48393  -2.61651  2.69260  -0.83
C  -1.38218  -1.99378  3.33662  1.17
C  -1.32157  -1.87801  4.74794  -0.99
H  -0.21102  -1.20914  6.43066  0.43
H  1.65821  -0.31615  5.06611  0.47
H  1.60007  -0.48150  2.61896  0.65
H  -1.52205  -2.37280  -0.53732  0.43
H  -3.37317  -3.24076  0.85962  0.50
H  -3.28011  -3.02060  3.30621  0.46
H  -2.13675  -2.27578  5.33974  0.45



C31H30N8Tl as an isolated structure. Source: the Open Molecules 2025 dataset; level of theory: the ωB97M-V functional and the def2-TZVPD basis.

E_LUMO (eV): -8.9
Kohn-Sham gap (hartree): 0.29240
Multiplicity: 1
Net charge: +3

Each line ends with the Mulliken charge.
Geometry (Å):
Tl  -0.14399  0.74495  -0.15019  2.92
C  1.94901  -1.47665  -0.41325  -0.79
N  1.23993  -0.95491  0.76060  -0.21
C  0.35904  -1.93922  1.39342  -0.87
C  -0.81859  -1.29662  2.08521  0.82
C  -1.34888  -1.78698  3.26064  -1.02
C  -2.57407  -1.29622  3.69875  -0.39
C  -3.23529  -0.33950  2.94389  -0.99
C  -2.62539  0.13677  1.79929  0.00
N  -1.43302  -0.32279  1.39849  0.04
C  2.13664  -0.30145  1.71642  -0.86
C  2.80892  0.89073  1.07463  0.68
C  4.10261  1.26259  1.38823  -1.07
C  4.63134  2.40631  0.80569  -0.67
C  3.85566  3.13710  -0.08158  -0.83
C  2.57729  2.69651  -0.36212  -0.18
N  2.06849  1.59651  0.20852  0.22
C  1.01885  -1.67519  -1.58759  0.82
C  1.09195  -2.79153  -2.39525  -0.99
C  0.24514  -2.89511  -3.49194  -0.42
C  -0.63595  -1.86222  -3.76799  -0.97
C  -0.65396  -0.76435  -2.93129  0.15
N  0.14750  -0.68186  -1.85966  -0.13
H  2.48923  -2.39861  -0.18548  0.44
H  2.68763  -0.73122  -0.71475  0.38
H  0.90500  -2.60241  2.06885  0.44
H  -0.06690  -2.56040  0.59994  0.30
H  -0.83080  -2.56425  3.80630  0.49
H  -3.01592  -1.67435  4.61149  0.48
H  -4.20513  0.03592  3.23759  0.46
H  -3.08050  0.90675  1.19015  0.43
H  2.88555  -0.99683  2.10582  0.58
H  1.53298  0.03701  2.56455  0.36
H  4.68649  0.66752  2.07785  0.56
H  5.64075  2.71850  1.03880  0.48
H  4.23521  4.03271  -0.55275  0.51
H  1.93876  3.22612  -1.05913  0.31
H  1.81401  -3.56552  -2.17204  0.51
H  0.27859  -3.77402  -4.12227  0.47
H  -1.30708  -1.90466  -4.61374  0.47
H  -1.31367  0.07132  -3.11240  0.17
C  -4.41746  2.02002  -2.55932  -1.29
C  -3.16055  1.66393  -1.92976  0.47
N  -2.16467  1.38138  -1.43179  -0.48
H  -4.92644  1.12002  -2.90368  0.40
H  -4.21885  2.67671  -3.40816  0.32
H  -5.04886  2.54567  -1.84301  0.38
C  -0.28768  4.51684  2.24505  -1.13
C  -0.21798  3.20904  1.81083  -0.11
N  -0.53489  2.87823  0.54849  0.19
C  -0.92792  3.82493  -0.30468  -0.46
C  -1.03855  5.16577  0.04690  0.45
C  -0.70851  5.50085  1.35925  -0.52
C  -1.55643  6.16521  -0.90726  -0.82
C  -1.51476  6.07234  -2.23379  -0.75
C  -0.81451  5.00395  -2.99153  0.20
C  0.57459  4.94816  -3.04130  0.04
C  1.13192  3.91679  -3.77767  -0.36
N  0.38794  2.99621  -4.39058  -0.52
C  -0.92575  3.15307  -4.29758  -0.28
N  -1.57079  4.10751  -3.62987  -0.42
H  -0.02393  4.76121  3.26435  0.48
H  0.08119  2.40999  2.47825  0.50
H  -1.20050  3.49209  -1.29169  0.47
H  -0.79319  6.52889  1.69003  0.57
H  -2.05846  7.01621  -0.46148  0.50
H  -2.02163  6.81687  -2.83807  0.50
H  1.18008  5.69411  -2.54430  0.48
H  2.20700  3.81970  -3.88850  0.55
H  -1.54068  2.42763  -4.82061  0.52



A 5-piece molecular cluster, C30H75N5O10 overall at a distorted geometry. Source: the Open Molecules 2025 dataset; level of theory: the ωB97M-V functional and the def2-TZVPD basis.

E_LUMO (eV): 0.8
Kohn-Sham gap (hartree): 0.33151
Multiplicity: 1

Each line ends with the Mulliken charge.
Geometry (Å):
C  8.21133  -8.50669  1.96813  -0.85
O  8.30082  -8.81756  0.60403  -0.33
C  7.79126  -7.82296  -0.24005  -0.27
C  8.10328  -7.96495  -1.74093  -0.83
N  7.80680  -6.88859  -2.59443  -0.22
C  6.39147  -6.84166  -2.97012  -0.56
C  6.38026  -5.68982  -3.96548  -0.65
O  6.52742  -4.52877  -3.13200  -0.29
C  6.22855  -3.29742  -3.75593  -0.76
H  8.67994  -9.14828  2.71437  0.30
H  7.16856  -8.47980  2.28441  0.35
H  8.39869  -7.48133  2.28691  0.34
H  8.13283  -6.82568  0.03718  0.28
H  6.71742  -7.92282  -0.08192  0.28
H  7.56881  -8.79858  -2.19647  0.32
H  9.16471  -8.17329  -1.87547  0.35
H  8.12522  -5.96167  -2.35043  0.26
H  5.66508  -6.52206  -2.22291  0.26
H  5.95207  -7.74391  -3.39554  0.44
H  5.38322  -5.72419  -4.40459  0.45
H  7.18002  -5.79929  -4.69794  0.31
H  5.22139  -3.32578  -4.17177  0.30
H  6.82740  -2.91211  -4.58117  0.29
H  6.26636  -2.64264  -2.88533  0.23
C  -0.95042  5.25836  0.36737  -0.93
O  -0.94585  3.83180  0.10866  -0.36
C  -2.08821  3.28734  0.83067  -0.47
C  -2.51301  1.91896  0.14264  -0.69
N  -1.22424  1.28175  -0.25037  -0.46
C  -0.48373  0.43968  0.70903  -0.52
C  1.01187  0.28107  0.40960  -0.49
O  1.54357  1.56979  0.18284  -0.38
C  1.67663  2.39293  1.30402  -0.60
H  -1.56750  5.78443  -0.36103  0.34
H  0.07997  5.57222  0.20031  0.28
H  -1.35198  5.70136  1.27874  0.40
H  -2.82513  4.06306  0.62254  0.50
H  -1.86412  3.34587  1.89579  0.26
H  -3.15751  2.12975  -0.71075  0.32
H  -3.07395  1.28030  0.82497  0.33
H  -0.57073  2.00312  -0.51993  0.43
H  -1.04679  -0.49165  0.64837  0.40
H  -0.71639  0.83752  1.69680  0.27
H  1.22645  -0.30530  -0.48385  0.30
H  1.52554  -0.33055  1.15132  0.32
H  0.95743  2.41198  2.12284  0.26
H  1.61013  3.41595  0.93377  0.13
H  2.67592  2.14762  1.66372  0.36
C  -6.23647  -5.11378  9.26134  -0.58
O  -5.15505  -4.29639  8.75606  -0.34
C  -5.43175  -3.26177  7.87654  -0.57
C  -5.44633  -3.73755  6.44413  -0.62
N  -6.68092  -4.47083  5.96466  -0.39
C  -6.45324  -4.91262  4.64483  -0.61
C  -7.62914  -5.94203  4.40185  -0.67
O  -7.31150  -7.15047  5.02372  -0.30
C  -7.92479  -8.31697  4.43688  -0.81
H  -6.77810  -5.62330  8.46440  0.23
H  -6.99066  -4.50566  9.76081  0.29
H  -5.72901  -5.82606  9.91192  0.23
H  -4.46583  -2.76508  7.96809  0.30
H  -6.24336  -2.64293  8.25920  0.39
H  -4.63786  -4.46670  6.39100  0.36
H  -5.29877  -2.89637  5.76684  0.40
H  -6.67086  -5.28079  6.56796  0.20
H  -5.49769  -5.36177  4.37412  0.31
H  -6.66045  -4.01902  4.05608  0.45
H  -7.83493  -5.97334  3.33190  0.48
H  -8.59499  -5.59139  4.76558  0.35
H  -7.90660  -9.21804  5.04994  0.26
H  -7.47551  -8.64953  3.50112  0.31
H  -8.98563  -8.17799  4.22854  0.32
C  11.22077  12.05621  2.81184  -0.67
O  9.97826  11.64771  2.36932  -0.31
C  8.86243  12.50595  2.53316  -0.44
C  7.75453  12.22075  1.46043  -0.58
N  6.90664  13.41252  1.30003  -0.36
C  6.06590  13.14081  0.12527  -0.74
C  4.84611  12.33710  0.42635  -0.28
O  3.89971  12.45155  -0.66590  -0.38
C  4.26094  11.91208  -1.99063  -0.69
H  11.50359  11.27040  3.51229  0.25
H  11.07471  13.02046  3.29866  0.29
H  11.98326  12.42233  2.12433  0.29
H  9.12586  13.56082  2.45599  0.34
H  8.34431  12.34902  3.47921  0.24
H  7.11657  11.33934  1.52546  0.27
H  8.41295  12.02353  0.61446  0.30
H  7.51100  14.21546  1.19923  0.26
H  6.61215  12.90464  -0.78792  0.38
H  5.67887  14.10991  -0.18959  0.43
H  4.31763  12.70601  1.30539  0.24
H  5.26836  11.35058  0.61760  0.31
H  5.11475  12.38729  -2.47362  0.28
H  3.44085  11.93354  -2.70833  0.27
H  4.43592  10.85106  -1.81258  0.30
C  -9.36895  -2.25587  -8.26561  -0.81
O  -8.57154  -1.99069  -7.16929  -0.29
C  -9.23364  -2.28788  -5.88604  -0.90
C  -8.39584  -2.38309  -4.63038  -0.10
N  -7.88943  -3.72567  -4.37833  -0.51
C  -6.47943  -3.72130  -3.90291  -0.81
C  -5.38726  -3.21300  -4.97679  -0.48
O  -5.75843  -3.83796  -6.19424  -0.29
C  -5.00233  -3.37419  -7.26792  -0.83
H  -9.68586  -3.29111  -8.13936  0.36
H  -8.66380  -2.30481  -9.09535  0.28
H  -10.27195  -1.67109  -8.44091  0.30
H  -9.99615  -3.06606  -5.91982  0.45
H  -9.92886  -1.51900  -5.54897  0.39
H  -8.92708  -1.85475  -3.83871  0.38
H  -7.48609  -1.85305  -4.91240  0.11
H  -7.86600  -4.15680  -5.29139  0.34
H  -6.28632  -4.77080  -3.68073  0.34
H  -6.30709  -3.23807  -2.94118  0.36
H  -4.34250  -3.34935  -4.69752  0.47
H  -5.40120  -2.12775  -5.07747  0.33
H  -5.49794  -3.80949  -8.13566  0.27
H  -4.01342  -3.83211  -7.28928  0.33
H  -5.05639  -2.30232  -7.45835  0.32



A 2-piece molecular cluster, C4H12O overall at a distorted geometry. Source: the Open Molecules 2025 dataset; level of theory: the ωB97M-V functional and the def2-TZVPD basis.

E_LUMO (eV): 1.0
Kohn-Sham gap (hartree): 0.41582
Multiplicity: 1

Each line ends with the natural charge from an NBO analysis.
Geometry (Å):
C  -1.59004  0.52447  -0.40788  -0.06
C  -0.71608  -0.19830  -1.43041  -0.64
O  -2.50910  1.32964  -1.15715  -0.73
H  -2.12567  -0.21712  0.17705  0.16
H  -0.95003  1.16759  0.19534  0.16
H  -0.10929  0.40521  -2.10638  0.21
H  -3.19474  1.64651  -0.56166  0.46
H  -1.42453  -0.71297  -2.07868  0.22
H  -0.02532  -0.78203  -0.82952  0.21
C  1.68593  0.38809  1.06603  -0.62
C  1.46985  -1.10334  0.99689  -0.63
H  1.22507  0.92168  0.23924  0.21
H  1.48964  0.85957  2.02248  0.22
H  2.74051  0.55120  0.86523  0.21
H  0.46721  -1.39330  0.68310  0.20
H  1.50156  -1.62216  1.96074  0.21
H  2.06504  -1.76475  0.36558  0.21